# 1
# C24H53GeN3O11PTeTi

A structure of composition C24H53GeN3O11PTeTi (wB97M-V/def2-TZVPD, the Open Molecules 2025 dataset).

```
95
Properties=species:S:1:pos:R:3:forces:R:3
Ti 0.348 -0.249 -0.176 -0.30 -1.15 -0.10
C -4.990 -3.361 0.105 0.00 0.01 0.01
N -4.705 -1.945 -0.017 0.03 -0.01 -0.07
C -5.721 -1.103 -0.628 0.01 0.00 -0.01
C -3.551 -1.355 0.370 -0.02 0.00 0.01
O -3.341 -0.164 0.212 -0.06 0.02 0.11
C -2.500 -2.240 1.041 0.14 -0.15 0.02
O -1.396 -1.506 1.495 -0.17 0.40 -0.36
C -1.624 -0.663 2.594 0.05 -0.10 0.15
C -1.107 0.719 2.254 -0.07 0.02 0.03
O -0.693 0.944 1.101 -0.02 0.16 -0.01
N -1.118 1.666 3.183 0.24 -0.13 0.02
C -0.426 2.926 2.947 -0.06 0.03 0.00
C -1.487 1.422 4.568 -0.11 0.08 -0.01
H -5.753 -3.552 0.864 0.00 0.00 0.00
H -5.352 -3.744 -0.850 0.00 0.00 0.00
H -4.098 -3.923 0.363 0.00 0.00 0.01
H -6.382 -1.727 -1.226 0.00 0.00 0.00
H -6.314 -0.580 0.126 0.00 0.00 0.00
H -5.248 -0.359 -1.265 0.00 0.00 0.00
H -2.951 -2.809 1.861 0.04 0.01 0.03
H -2.091 -2.957 0.325 -0.06 -0.01 -0.01
H -2.684 -0.594 2.856 -0.01 -0.02 -0.04
H -1.049 -1.053 3.440 -0.02 0.04 0.01
H -0.066 2.957 1.925 -0.01 0.00 -0.02
H -1.107 3.760 3.125 0.00 0.01 0.00
H 0.419 2.997 3.635 0.00 -0.02 0.01
H -1.859 0.414 4.711 -0.02 0.00 0.00
H -0.608 1.548 5.201 0.01 -0.02 -0.02
H -2.260 2.130 4.872 -0.01 0.01 -0.02
C -2.242 2.936 -0.520 0.05 0.02 0.02
C -1.632 2.523 -1.851 -0.10 -0.08 -0.06
C -2.728 1.946 -2.749 -0.02 -0.04 0.05
C -0.974 3.730 -2.517 -0.02 -0.02 -0.05
O -0.632 1.526 -1.621 0.15 0.01 0.34
Ge 0.164 0.558 -3.013 0.02 0.15 0.10
O 1.594 0.359 -1.658 -0.13 0.05 -0.03
C 2.731 1.258 -1.633 0.10 -0.10 -0.04
C 2.967 1.820 -3.033 0.02 -0.02 -0.02
C 2.460 2.408 -0.670 0.03 0.04 -0.05
C 3.942 0.440 -1.205 -0.01 0.01 0.00
O -0.586 -0.972 -2.182 0.31 0.04 -0.23
C -0.993 -2.110 -2.982 -0.23 0.05 0.10
C -0.677 -1.895 -4.464 -0.01 0.01 -0.01
C -0.324 -3.407 -2.545 0.03 0.04 -0.01
C -2.507 -2.235 -2.823 0.01 0.00 0.00
H -3.030 3.673 -0.690 0.00 0.01 0.00
H -2.662 2.071 -0.011 -0.02 0.02 -0.02
H -1.480 3.390 0.117 0.01 -0.02 0.02
H -3.546 2.659 -2.870 0.01 0.01 -0.01
H -2.340 1.709 -3.744 0.01 -0.01 0.00
H -3.119 1.035 -2.293 -0.01 0.01 0.01
H -1.709 4.514 -2.710 0.00 0.00 0.00
H -0.195 4.139 -1.871 0.00 0.00 0.00
H -0.520 3.447 -3.470 0.00 0.00 0.00
H 2.162 2.490 -3.341 0.00 -0.01 0.00
H 3.896 2.391 -3.037 0.00 0.01 0.00
H 3.053 1.018 -3.767 0.01 0.00 0.00
H 1.565 2.952 -0.976 0.00 -0.01 0.01
H 2.322 2.031 0.340 -0.02 -0.01 0.05
H 3.307 3.098 -0.670 0.00 0.01 -0.01
H 4.057 -0.421 -1.864 0.00 0.01 -0.01
H 4.847 1.049 -1.265 0.00 0.00 0.03
H 3.832 0.084 -0.183 -0.01 -0.03 0.00
H 0.395 -1.774 -4.631 0.00 -0.01 0.00
H -1.007 -2.772 -5.022 0.00 0.00 -0.01
H -1.190 -1.022 -4.872 -0.01 0.00 0.00
H 0.761 -3.325 -2.594 0.00 0.01 0.01
H -0.588 -3.682 -1.529 -0.01 -0.01 0.02
H -0.647 -4.205 -3.218 0.01 0.00 0.00
H -2.990 -1.281 -3.042 0.00 -0.01 -0.02
H -2.905 -2.997 -3.496 0.00 -0.01 0.01
H -2.757 -2.520 -1.802 -0.01 0.01 0.00
O 0.848 -3.008 1.804 0.05 0.27 0.05
N 0.729 -3.249 0.645 0.08 -0.38 -0.19
O 0.681 -2.218 -0.183 0.09 0.85 0.29
C 4.819 2.780 2.352 0.01 -0.01 0.01
C 3.682 1.942 2.888 0.00 0.05 0.11
O 3.887 0.594 2.465 -0.17 -0.25 -0.29
P 2.654 -0.459 2.396 -0.03 0.78 0.12
O 1.693 0.032 1.321 0.26 -0.36 -0.05
Te 1.744 -0.600 4.574 0.13 -0.18 -0.12
O 3.432 -1.693 1.780 -0.06 0.02 0.13
C 4.606 -2.212 2.437 -0.04 -0.08 0.06
C 4.780 -3.646 2.000 0.01 -0.01 0.00
H 4.671 3.829 2.614 0.00 -0.01 0.01
H 4.875 2.697 1.266 -0.01 0.01 -0.01
H 5.770 2.451 2.771 0.00 -0.01 -0.01
H 2.719 2.304 2.516 -0.01 0.00 -0.03
H 3.644 1.965 3.980 -0.01 -0.01 0.00
H 4.475 -2.139 3.520 -0.03 -0.01 0.00
H 5.454 -1.588 2.149 0.00 0.00 0.00
H 3.910 -4.236 2.287 0.00 0.01 0.00
H 5.666 -4.073 2.472 0.00 0.00 0.00
H 4.899 -3.705 0.918 0.00 0.00 0.00
```
Forces are in eV/Å.

As for the multiplicity: 2. The expectation value of S² is 0.752.

Atomic partial charges in e from the Mulliken method, atoms 1 to 6: 0.491, -1.034, 0.284, -0.926, 0.197, -0.676


# 2
# C24H54F6FeNO25S2

A structure of composition C24H54F6FeNO25S2 (wB97M-V/def2-TZVPD, the Open Molecules 2025 dataset).

```
113
Properties=species:S:1:pos:R:3:forces:R:3
Fe -3.840 0.270 -0.835 1.32 0.90 0.51
C -1.199 -2.672 0.372 1.66 -0.61 -0.70
F -0.091 -3.250 0.858 -1.38 1.28 0.03
F -0.948 -2.382 -0.921 -0.89 -0.03 0.87
F -2.202 -3.543 0.486 0.26 0.90 -0.16
S -1.672 -1.007 1.345 -0.43 -2.43 2.85
O -2.891 -1.355 2.061 0.56 0.83 -1.88
O -0.540 -0.673 2.185 -1.55 0.28 -1.76
N -2.086 0.187 0.051 0.59 -1.95 2.31
S -0.634 0.842 -0.256 5.01 2.15 -4.46
O 0.558 -0.018 -0.134 -3.14 1.37 0.58
O -0.721 1.465 -1.600 -0.74 -0.73 2.67
C -0.432 2.356 0.987 1.46 1.04 0.34
F -1.152 3.382 0.483 0.34 -1.10 0.45
F -0.808 2.088 2.234 -0.11 0.03 -1.07
F 0.891 2.778 1.036 -2.45 -1.20 -0.46
O -4.328 -1.791 -0.841 0.74 2.23 -1.06
H -4.781 -2.455 -0.321 -0.97 -1.15 1.84
H -3.986 -2.270 -1.596 0.31 -0.15 -0.60
O -3.049 -0.133 -2.741 -1.80 0.25 1.17
H -3.522 -0.261 -3.563 -0.46 0.03 -0.46
H -2.132 -0.294 -2.964 2.10 -0.17 -0.38
O -5.302 -3.612 0.908 0.02 0.53 -0.61
H -5.630 -3.237 1.725 -0.26 0.01 0.33
H -4.613 -4.218 1.181 0.27 -0.39 0.06
C 2.859 5.122 -0.701 0.30 -0.57 -0.10
C 2.049 5.469 -1.909 0.07 0.71 0.03
C 1.113 4.373 -2.342 0.73 -0.38 -0.69
O -0.103 5.053 -2.583 -0.30 -2.09 -0.14
C -0.099 6.233 -1.971 -2.20 1.62 -1.03
O -1.129 6.885 -1.956 2.04 -0.59 0.84
O 1.130 6.540 -1.590 0.06 0.68 0.64
H 3.648 5.841 -0.481 -0.30 0.07 0.20
H 3.337 4.163 -0.898 0.24 0.02 -0.21
H 2.197 4.903 0.137 0.04 0.47 0.18
H 2.667 5.799 -2.744 0.02 0.19 0.09
H 1.074 3.595 -1.580 -0.63 -0.03 0.10
H 1.466 3.921 -3.269 -0.22 -0.08 -0.01
C 4.067 3.061 1.817 -0.08 -0.02 -1.20
C 3.858 2.081 0.626 -0.29 0.38 1.70
C 4.981 1.959 -0.385 0.06 2.16 0.00
O 5.165 0.591 -0.509 2.59 1.63 -4.02
C 4.580 -0.063 0.374 -1.31 -5.58 3.61
O 4.758 -1.292 0.509 -1.31 3.51 0.09
O 3.794 0.754 1.141 0.08 -1.40 0.10
H 5.021 2.924 2.326 -0.04 -0.18 -0.13
H 3.257 3.023 2.545 0.00 -0.30 -0.12
H 4.043 4.061 1.385 0.19 0.15 0.19
H 2.890 2.282 0.169 0.13 0.03 -0.19
H 5.892 2.449 -0.042 0.18 -0.24 0.15
H 4.739 2.437 -1.335 -0.04 -0.41 -0.18
C 3.105 -4.142 2.472 -0.31 -0.16 -0.33
C 2.799 -5.578 1.990 1.39 0.58 1.58
C 1.365 -5.950 1.941 -1.59 0.82 0.61
O 1.143 -6.347 0.601 -1.62 -0.64 -0.15
C 2.237 -6.209 -0.125 0.72 -0.95 -2.34
O 2.342 -6.485 -1.316 -0.20 1.02 2.77
O 3.206 -5.776 0.683 1.79 0.41 -2.29
H 2.607 -3.955 3.423 0.20 -0.20 0.23
H 2.708 -3.378 1.803 -0.18 -0.17 -0.36
H 4.169 -3.920 2.541 -0.04 -0.31 0.15
H 3.385 -6.286 2.576 -0.02 0.04 0.29
H 0.763 -5.061 2.128 -0.16 -0.20 0.04
H 1.043 -6.704 2.659 0.12 -0.21 -0.31
C 2.120 -2.277 -1.917 -0.12 -0.38 0.52
C 3.304 -2.323 -2.851 0.66 0.47 0.94
C 4.466 -3.319 -2.455 -2.93 1.80 0.40
O 4.812 -3.811 -3.705 0.82 -0.46 -2.01
C 3.953 -3.435 -4.723 1.24 -1.09 -2.44
O 4.090 -3.725 -5.930 -0.77 1.20 5.00
O 2.973 -2.685 -4.162 -0.64 -0.71 -1.60
H 2.419 -1.871 -0.950 0.35 0.12 0.01
H 1.760 -3.278 -1.680 -0.12 -0.20 -0.29
H 1.279 -1.662 -2.237 0.13 -0.04 -0.40
H 3.713 -1.319 -2.959 0.20 0.24 0.31
H 4.023 -4.088 -1.823 0.45 -0.30 0.02
H 5.160 -2.676 -1.915 0.77 -0.73 -0.32
C -3.109 3.203 -2.386 0.19 -0.07 -1.52
O -3.525 2.406 -1.245 -0.21 -1.48 -0.16
H -2.085 3.570 -2.322 -0.12 0.02 0.64
H -3.108 2.581 -3.281 -0.23 -0.22 0.24
H -3.816 4.015 -2.558 0.00 -0.04 0.34
H -3.539 3.016 -0.504 -0.49 0.45 0.90
C 0.471 -0.125 -4.566 0.93 -0.04 -0.51
O -0.624 -0.896 -4.049 -0.48 0.44 0.65
H 0.251 0.239 -5.569 -0.19 0.35 0.18
H 0.770 0.669 -3.881 -0.77 0.12 0.05
H 1.393 -0.696 -4.669 -0.22 -0.62 0.06
H -0.902 -1.526 -4.718 0.26 -0.19 -0.15
C -3.734 -0.478 4.892 -0.09 0.70 -0.80
O -3.950 0.835 5.395 0.07 -0.28 0.22
H -4.548 -0.600 4.178 -0.18 -0.52 0.11
H -2.830 -0.493 4.284 0.24 -0.26 0.26
H -3.739 -1.291 5.618 -0.07 0.19 0.18
H -3.259 1.030 6.032 0.01 0.14 0.16
C -3.443 5.569 0.173 1.15 1.12 -0.27
O -4.330 4.614 0.664 -0.93 -1.42 -0.18
H -3.849 6.283 -0.543 -0.44 0.05 0.18
H -3.028 6.094 1.033 0.41 0.26 -0.33
H -2.663 5.072 -0.404 0.20 -0.05 0.32
H -5.119 5.058 0.982 -0.13 -0.03 0.05
C -1.228 -3.469 4.125 1.32 0.29 0.61
O -0.401 -4.627 4.139 -0.95 -0.87 -0.44
H -0.478 -2.694 3.968 -0.76 0.93 -0.09
H -1.993 -3.469 3.349 0.38 -0.50 -0.28
H -1.769 -3.309 5.058 0.11 -0.03 0.21
H 0.221 -4.597 4.870 -0.15 0.22 0.17
C -4.703 1.652 2.003 -0.10 0.27 0.41
O -4.959 0.709 0.919 0.42 -0.64 -1.48
H -5.516 2.378 1.993 0.35 0.14 -0.09
H -4.747 1.087 2.934 0.32 0.19 -0.01
H -3.718 2.088 1.834 -0.25 0.09 0.16
H -5.482 0.005 1.309 -0.22 -0.38 -0.18
```
Forces are in eV/Å.

As for the multiplicity: 6. As for the net charge: +2. The expectation value of S² is 8.759.

Atomic partial charges in e from the Mulliken method, atoms 1 to 6: 0.915, 0.633, -0.032, -0.106, -0.146, -0.239


# 3
# C24H55F3NO9S9

A structure of composition C24H55F3NO9S9 (wB97M-V/def2-TZVPD, the Open Molecules 2025 dataset).

```
101
Properties=species:S:1:pos:R:3:forces:R:3
O -3.361 -1.329 -0.647 0.61 1.50 1.94
C -3.525 -2.051 -1.550 -0.19 -1.20 -0.93
O -4.410 -1.746 -2.535 -0.15 -0.60 -0.28
C -2.738 -3.362 -1.669 0.24 0.21 -0.15
C -1.849 -3.489 -0.419 -0.81 0.42 -0.24
S -0.977 -5.096 -0.306 -0.42 0.19 0.81
C 0.795 -4.841 0.095 0.23 -0.10 0.31
C 1.070 -3.462 0.696 0.34 0.17 -0.52
C 1.442 -2.328 -0.274 -0.19 0.05 0.40
S 2.648 -2.737 -1.545 0.09 -0.07 -0.24
C 1.809 -2.472 -3.089 -0.94 0.87 0.36
S 0.210 -2.025 -3.152 -0.06 0.01 0.07
N 2.541 -2.604 -4.225 -0.02 -2.27 0.72
C 1.746 -3.006 -5.396 0.17 0.15 -1.44
C 2.639 -3.513 -6.566 -0.52 0.72 0.51
O 3.908 -2.921 -6.432 0.23 -0.47 -0.37
C 4.583 -3.544 -5.362 -0.20 0.45 0.28
C 3.757 -3.412 -4.042 1.39 0.25 -0.31
C -0.950 -5.897 -1.971 0.96 -0.47 0.69
F -0.279 -5.231 -2.842 0.48 1.23 -1.19
F -2.141 -6.174 -2.371 -1.73 0.22 -0.44
F -0.323 -7.036 -1.782 0.69 -0.99 0.64
H -5.219 -2.268 -2.413 0.10 0.10 -0.28
H -3.447 -4.189 -1.761 0.13 0.04 -0.16
H -2.084 -3.288 -2.546 -0.37 -0.16 -0.10
H -2.507 -3.450 0.453 0.28 -0.33 0.11
H -1.187 -2.628 -0.339 0.25 -0.34 -0.22
H 1.391 -5.118 -0.779 -0.11 0.45 -0.08
H 1.028 -5.580 0.866 -0.46 -0.17 -0.18
H 0.201 -3.105 1.259 0.18 -0.11 0.17
H 1.884 -3.587 1.415 -0.12 -0.16 -0.03
H 0.539 -1.867 -0.672 0.42 0.06 -0.44
H 1.892 -1.547 0.334 0.00 0.05 -0.15
H 1.238 -2.117 -5.768 -0.16 -0.10 0.24
H 0.996 -3.779 -5.187 0.04 0.27 0.41
H 2.174 -3.144 -7.481 0.24 -0.10 -0.06
H 2.681 -4.608 -6.634 0.21 0.09 0.19
H 4.805 -4.592 -5.601 -0.12 0.07 0.08
H 5.527 -3.012 -5.238 -0.05 -0.08 -0.10
H 4.416 -2.875 -3.352 -0.26 -0.06 0.07
H 3.563 -4.396 -3.594 -0.29 0.14 -0.19
C 4.111 0.232 -5.400 -0.10 0.00 -0.03
S 5.036 1.295 -4.285 0.05 0.08 -0.03
O 5.201 0.546 -3.009 -0.12 -0.10 -0.04
C 3.723 2.499 -4.034 -0.12 0.02 0.04
H 4.736 -0.620 -5.654 0.03 0.04 0.00
H 3.204 -0.117 -4.903 0.03 0.02 0.05
H 3.860 0.778 -6.310 0.05 0.02 0.01
H 2.839 2.002 -3.632 0.05 -0.06 0.01
H 3.488 2.983 -4.982 0.05 -0.01 -0.01
H 4.077 3.244 -3.324 0.06 -0.05 -0.01
C 0.072 2.737 1.232 0.00 0.12 -0.01
S 1.270 1.440 0.941 -0.05 0.25 0.06
O 0.482 0.241 0.495 -0.08 -0.11 0.21
C 1.699 1.191 2.664 -0.51 -0.31 0.21
H -0.361 3.018 0.274 0.04 -0.03 -0.02
H -0.714 2.370 1.893 0.08 -0.03 -0.02
H 0.560 3.604 1.676 -0.03 0.01 0.00
H 0.803 0.935 3.235 -0.09 -0.06 -0.18
H 2.151 2.093 3.054 0.03 0.02 -0.02
H 2.415 0.374 2.724 0.05 0.07 -0.06
C 6.028 3.999 3.602 -0.02 0.07 0.10
S 5.502 2.572 2.644 0.15 0.08 -0.11
O 4.015 2.633 2.542 0.48 0.16 0.09
C 5.899 1.344 3.897 -0.06 -0.04 0.13
H 5.829 4.893 3.015 -0.02 -0.06 -0.06
H 5.470 4.043 4.537 -0.03 -0.05 -0.03
H 7.098 3.927 3.802 0.00 -0.03 -0.04
H 5.349 1.559 4.814 -0.02 0.05 -0.04
H 6.972 1.356 4.088 0.00 0.01 -0.04
H 5.609 0.366 3.518 0.01 0.04 -0.07
C -3.464 5.338 1.190 0.04 -0.15 -0.07
S -2.212 6.349 1.994 -0.22 0.16 -0.08
O -1.126 5.429 2.434 0.07 -0.25 0.06
C -3.190 6.745 3.449 -0.03 -0.07 0.15
H -3.043 4.951 0.262 0.08 0.12 0.00
H -3.750 4.509 1.837 -0.07 0.12 0.11
H -4.335 5.954 0.963 0.01 0.00 0.03
H -3.492 5.826 3.952 -0.03 -0.04 -0.10
H -4.069 7.317 3.150 0.02 -0.01 -0.03
H -2.576 7.346 4.117 0.06 0.01 -0.09
C -6.343 1.970 1.671 -2.63 3.17 -2.89
S -6.643 3.119 3.021 -0.51 -0.43 -0.50
O -5.327 3.721 3.395 0.49 0.01 0.15
C -7.029 1.866 4.248 -0.10 0.07 0.74
H -6.044 2.546 0.796 -0.43 0.47 -0.13
H -5.550 1.275 1.945 -1.19 1.63 -2.62
H -7.260 1.424 1.451 -0.23 0.14 -0.01
H -6.190 1.178 4.352 -0.46 0.33 0.14
H -7.923 1.323 3.942 -0.04 0.05 -0.05
H -7.216 2.367 5.197 -0.13 0.14 -0.06
C -2.853 1.729 3.691 -0.12 0.14 0.02
S -3.719 0.300 3.023 1.98 -0.64 0.52
O -5.147 0.688 2.858 3.61 -4.84 4.87
C -3.606 -0.704 4.512 -0.01 -0.11 0.10
H -2.844 2.510 2.930 -0.08 -0.05 0.09
H -3.371 2.093 4.579 -0.06 0.03 -0.12
H -1.829 1.449 3.937 -0.02 -0.14 -0.08
H -4.076 -0.184 5.347 0.02 0.04 -0.05
H -2.558 -0.906 4.735 0.00 0.03 -0.02
H -4.127 -1.643 4.330 -0.01 0.03 -0.05
```
Forces are in eV/Å.

As for the net charge: +1.

Atomic partial charges in e from the Mulliken method, atoms 1 to 6: -0.417, 0.171, -0.480, -0.520, 0.246, -0.075


Number 1: total energy -5474.16535 Ha, largest force on an atom 1.19 eV/A. Number 2: total energy -5541.17953 Ha, largest force on an atom 7.04 eV/A. Number 3: total energy -5562.08613 Ha, largest force on an atom 7.76 eV/A.